28
Properties=species:S:1:pos:R:3:mulliken_charge:R:1 method="wB97M-V/def2-TZVPD" e_above_lowest_kj_mol=0.0 orbital_gap_ev=7.4 lumo_energy_ev=-0.74 total_charge=0
B 0.7727 -0.0682 -1.0200 0.7333
C 0.7659 -2.2221 -4.4341 -0.1817
C 1.2906 -0.5043 -2.3328 0.1967
C -0.9015 -2.5372 -2.7559 -0.0113
C -0.3752 1.1085 0.5433 1.7066
C 0.4685 -0.0277 1.2258 1.5349
C -1.8772 0.8022 0.4893 -1.8295
C -0.1805 2.4988 1.1460 -1.7647
C -0.3160 -0.9186 2.1857 -1.7458
C 1.7170 0.5021 1.9443 -1.9654
N -0.2983 -2.4736 -3.8229 -0.1364
O 0.1010 1.1117 -0.8054 -0.6823
O 0.9231 -0.8158 0.1249 -0.5920
S 1.9326 -0.9679 -3.6776 -0.1210
Br -2.5771 -1.8830 -2.3835 -0.0344
H 1.1201 -2.7642 -5.2868 0.3688
H -2.3287 0.8861 1.4735 0.3483
H -2.0568 -0.1914 0.0901 0.1651
H -2.3459 1.5205 -0.1792 0.5083
H -0.8254 3.2019 0.6243 0.4634
H 0.8458 2.8365 1.0357 0.3482
H -0.4500 2.4874 2.1995 0.3409
H -0.6986 -0.3284 3.0138 0.3398
H 0.3488 -1.6863 2.5735 0.4651
H -1.1403 -1.4113 1.6812 0.3274
H 2.3122 1.1156 1.2731 0.3596
H 2.3243 -0.3486 2.2479 0.5046
H 1.4489 1.0772 2.8263 0.3534